C36H96O12 | ωB97M-V/def2-TZVPD

Each line ends with the Mulliken charge.
Geometry (Å):
1 C -4.772 -3.268 -3.171  -1.3209
2 C -4.995 -1.993 -2.354  0.2510
3 C -3.776 -1.235 -2.036  -0.2075
4 O -5.825 -1.131 -3.080  -0.6027
5 H -5.648 -3.830 -3.495  0.3332
6 H -4.068 -3.917 -2.650  0.2800
7 H -4.300 -2.957 -4.103  0.3621
8 H -5.398 -2.227 -1.368  0.3468
9 H -2.916 -1.903 -1.992  -0.3813
10 H -3.733 -0.577 -1.169  0.0802
11 H -3.527 -0.582 -2.873  0.6394
12 H -6.074 -0.481 -2.419  0.3250
13 C 1.528 -5.573 -3.259  -1.3807
14 C 0.187 -4.856 -2.904  0.4965
15 C 0.381 -3.770 -1.844  0.2195
16 O -0.429 -4.346 -3.984  -0.6622
17 H 1.828 -5.970 -2.289  0.4116
18 H 2.314 -4.905 -3.611  0.1518
19 H 1.347 -6.304 -4.047  0.3639
20 H -0.414 -5.664 -2.485  0.4127
21 H 0.774 -4.193 -0.920  0.5959
22 H -0.487 -3.149 -1.620  -0.1933
23 H 1.134 -3.019 -2.079  -0.7224
24 H -0.053 -3.466 -4.061  0.2291
25 C -0.667 1.585 -0.706  -0.8644
26 C -0.435 0.388 0.174  2.7233
27 C 0.796 -0.519 -0.237  0.0792
28 O -0.151 1.034 1.404  0.0198
29 H -1.279 1.254 -1.545  0.4553
30 H 0.224 2.155 -0.969  -0.2367
31 H -1.361 2.266 -0.213  -0.0331
32 H -1.356 -0.187 0.274  -1.4272
33 H 1.767 -0.051 -0.079  -0.2956
34 H 0.661 -0.918 -1.243  -0.2500
35 H 0.880 -1.368 0.442  0.2725
36 H 0.052 0.332 2.027  -0.3102
37 C 6.397 -1.656 -2.745  -1.4144
38 C 4.900 -2.025 -2.888  0.3676
39 C 4.124 -2.235 -1.608  0.0129
40 O 4.310 -1.005 -3.619  -0.4712
41 H 6.706 -1.435 -3.767  0.3716
42 H 6.953 -2.473 -2.285  0.3982
43 H 6.418 -0.740 -2.154  0.2641
44 H 4.821 -2.972 -3.422  0.4101
45 H 4.006 -1.225 -1.217  -0.3409
46 H 4.575 -2.922 -0.892  0.5414
47 H 3.078 -2.492 -1.776  -0.4642
48 H 4.337 -0.181 -3.126  0.2248
49 C 1.747 -3.222 3.583  -0.9307
50 C 1.966 -2.937 5.086  0.9611
51 C 2.436 -4.127 5.903  -1.3360
52 O 2.888 -1.853 5.192  -0.4868
53 H 1.024 -4.019 3.410  0.4577
54 H 2.603 -3.434 2.942  0.3976
55 H 1.414 -2.287 3.132  -0.2630
56 H 1.124 -2.405 5.528  0.0088
57 H 1.790 -4.876 5.444  0.3298
58 H 2.094 -3.957 6.924  0.4195
59 H 3.502 -4.349 5.938  0.3216
60 H 2.974 -1.711 6.138  0.3133
61 C -4.968 3.860 0.819  -1.1978
62 C -5.202 2.465 1.327  0.1819
63 C -3.914 1.755 1.603  -0.6399
64 O -5.928 2.553 2.560  -0.5665
65 H -4.819 4.652 1.553  0.3230
66 H -5.876 4.210 0.329  0.3643
67 H -4.088 4.033 0.199  0.2432
68 H -5.904 1.983 0.646  0.3482
69 H -3.401 1.421 0.701  -0.1505
70 H -3.992 0.830 2.174  0.3488
71 H -3.328 2.455 2.199  0.3667
72 H -5.233 2.933 3.103  0.3691
73 C -1.693 2.099 6.685  -1.5631
74 C -0.702 1.616 5.572  0.6049
75 C -0.665 0.106 5.425  -0.7047
76 O -1.134 2.238 4.409  -0.4609
77 H -1.364 3.005 7.193  0.3449
78 H -1.882 1.345 7.450  0.4098
79 H -2.694 2.066 6.255  0.3678
80 H 0.266 2.081 5.757  0.2669
81 H 0.248 -0.319 5.843  0.1229
82 H -0.592 -0.245 4.396  -0.1035
83 H -1.553 -0.356 5.859  0.4694
84 H -0.545 2.034 3.680  0.1184
85 C 4.591 0.348 2.038  -1.5816
86 C 3.479 0.849 2.825  0.8858
87 C 2.869 2.231 2.347  -0.9108
88 O 2.550 -0.178 2.670  0.3343
89 H 4.983 -0.633 2.306  0.4812
90 H 5.475 0.940 2.274  0.4811
91 H 4.493 0.328 0.953  0.2642
92 H 3.901 0.948 3.825  0.3035
93 H 3.689 2.910 2.115  0.4537
94 H 2.237 2.811 3.020  0.3907
95 H 2.349 2.067 1.403  -0.0903
96 H 2.916 -0.999 3.007  -0.1079
97 C 2.813 3.728 -1.445  -1.1544
98 C 2.626 2.866 -2.753  1.3071
99 C 2.537 3.782 -3.920  -1.4471
100 O 3.830 2.167 -2.963  -0.4610
101 H 1.876 4.240 -1.229  0.1494
102 H 3.499 4.561 -1.601  0.5164
103 H 3.231 3.217 -0.577  0.1169
104 H 1.748 2.221 -2.722  -0.3796
105 H 3.440 4.321 -4.205  0.4293
106 H 1.710 4.430 -3.629  0.3470
107 H 2.268 3.306 -4.863  0.2785
108 H 4.542 2.801 -3.070  0.3343
109 C -1.256 8.052 -0.615  -1.4755
110 C -1.782 6.785 0.003  0.5486
111 C -0.921 5.575 -0.363  -0.8145
112 O -1.768 6.826 1.397  -0.5624
113 H -1.242 7.886 -1.692  0.3498
114 H -0.198 8.244 -0.431  0.3456
115 H -1.812 8.975 -0.449  0.3610
116 H -2.772 6.557 -0.391  0.2175
117 H -0.935 5.252 -1.403  0.4344
118 H -1.254 4.705 0.203  -0.0771
119 H 0.120 5.847 -0.191  0.3405
120 H -2.324 6.116 1.727  0.3185
121 C -2.583 -2.344 1.344  0.2744
122 C -3.488 -3.519 1.677  0.2893
123 C -3.592 -4.438 0.437  -1.2144
124 O -2.949 -4.166 2.861  -0.5741
125 H -2.247 -1.835 2.247  0.0290
126 H -2.979 -1.521 0.749  -0.2817
127 H -1.773 -2.663 0.688  -0.1856
128 H -4.486 -3.153 1.919  0.3111
129 H -3.921 -3.796 -0.381  0.1061
130 H -4.337 -5.186 0.708  0.4339
131 H -2.655 -4.950 0.217  0.3242
132 H -3.090 -3.556 3.589  0.3231
133 C 1.280 -0.034 -6.009  -1.5793
134 C 0.803 -0.613 -4.675  2.2908
135 C -0.642 -1.032 -4.582  -1.7393
136 O 1.512 -1.821 -4.310  -0.3788
137 H 0.457 0.475 -6.511  0.4444
138 H 1.549 -0.842 -6.689  0.3268
139 H 2.036 0.747 -5.926  0.3205
140 H 0.967 0.076 -3.847  -0.8693
141 H -1.269 -0.156 -4.750  0.5241
142 H -1.001 -1.420 -3.629  0.2015
143 H -0.977 -1.694 -5.381  0.4221
144 H 2.441 -1.576 -4.319  0.1572

Kohn-Sham gap (spin up / spin down) ... 8.55 / 1.91 eV
Multiplicity ... 2
Net charge ... +1
E ... -63445.1002 eV
Max |F| ... 4.5 eV/A
LUMO energy (spin up / spin down) ... -2.65 / -9.30 eV
Relative energy (zero: lowest compared OMol25 entry of this formula, charge and spin) ... 3.273 eV